A 2-piece molecular cluster, C5H14S overall. Source: the Open Molecules 2025 dataset; level of theory: the ωB97M-V functional and the def2-TZVPD basis.

Last column: Mulliken charge in e.
CARTESIAN COORDINATES (ANGSTROEM)
1 C 1.6451 0.7359 -2.4869  -1.031
2 C 0.2769 1.4372 -2.2675  -0.487
3 S -0.5671 0.6892 -0.8228  -0.116
4 C 0.4088 1.4469 0.5235  -0.691
5 H 1.7863 -0.1620 -1.8966  0.306
6 H 2.5135 1.3530 -2.2101  0.289
7 H 1.7705 0.5965 -3.5587  0.334
8 H 0.3782 2.5216 -2.2499  0.344
9 H -0.2974 1.2230 -3.1695  0.305
10 H 0.2008 0.7665 1.3402  0.142
11 H 1.4765 1.4713 0.3047  0.261
12 H 0.1036 2.4731 0.7166  0.332
13 C 0.0107 -2.0908 2.9062  -0.393
14 C -1.3636 -2.7367 2.5804  -0.840
15 H -0.1516 -1.5897 3.8609  0.252
16 H 0.7927 -2.8200 3.0741  0.327
17 H 0.1601 -1.2995 2.1770  -0.136
18 H -2.1597 -2.4725 3.2875  0.283
19 H -1.8659 -2.2010 1.7667  0.254
20 H -1.2761 -3.7820 2.3060  0.265

Force components x, y, z for each atom (eV/Å):
0.62 1.28 -0.07
0.66 -1.08 -0.12
0.23 0.98 -0.35
-0.20 -0.20 -0.66
-0.40 -0.38 -0.31
-0.37 0.19 0.09
0.11 -0.55 0.01
-0.11 0.00 0.48
-0.46 -0.09 0.34
0.18 0.33 0.47
-0.03 -0.34 -0.04
-0.24 -0.11 0.18
-1.93 0.31 0.76
-0.47 1.08 -0.60
0.43 0.16 0.10
0.29 0.12 -0.51
0.87 -0.30 -0.10
0.54 -0.98 0.78
0.66 -0.30 -0.71
-0.40 -0.12 0.27

Values from the calculation:
Multiplicity: 1
HOMO level: -8.512 eV
Charge: 0
SMILES: CCSC.CC
Frontier orbital gap: 9.52 eV
Energy relative to the best compared isomer or geometry (same formula, charge and spin): 20.1 kcal per mole



A 2-piece molecular cluster, C5H14S overall. Source: the Open Molecules 2025 dataset; level of theory: the ωB97M-V functional and the def2-TZVPD basis.

Last column: Mulliken spin population.
CARTESIAN COORDINATES (ANGSTROEM)
1 C -0.5384 1.2589 -2.1597  -0.030
2 C 2.1626 1.3981 -2.6463  -0.038
3 S 0.9635 0.3769 -1.8529  0.889
4 H -0.8951 0.8451 -3.1103  0.067
5 H -1.2730 1.0246 -1.3975  0.008
6 H -0.3804 2.3198 -2.3013  0.013
7 H 2.4090 2.2180 -1.9681  0.060
8 H 1.7444 1.8688 -3.5313  0.025
9 H 3.0493 0.8265 -2.8847  0.006
10 C -1.1448 -1.4055 2.2006  -0.001
11 C 0.0778 -2.1095 1.6500  -0.001
12 C -1.0763 0.1180 2.1319  0.001
13 H -2.0540 -1.7350 1.6971  0.000
14 H -1.2030 -1.6255 3.2629  0.000
15 H 1.0167 -1.7819 2.1079  0.000
16 H 0.1796 -2.0864 0.5662  0.001
17 H -0.9016 0.5539 1.1334  0.000
18 H -1.9868 0.5894 2.4790  0.000
19 H 0.0684 -3.1638 1.9367  0.000
20 H -0.2180 0.5096 2.6864  0.000

Force components x, y, z for each atom (eV/Å):
-0.08 -0.28 -0.36
-0.04 0.36 -0.14
-0.01 0.03 0.17
-0.12 -0.01 -0.08
0.01 -0.02 0.20
0.12 0.21 0.17
0.11 -0.02 0.25
-0.13 -0.12 -0.22
0.13 -0.17 0.08
0.24 0.81 -0.10
0.46 -0.75 0.40
0.63 0.50 -0.54
0.00 -0.23 0.15
-0.32 -0.33 0.08
-0.13 0.47 -0.13
-0.07 0.20 -0.14
-0.17 -0.48 -0.20
-0.14 0.05 0.31
-0.27 -0.09 -0.22
-0.21 -0.13 0.34

Values from the calculation:
Multiplicity: 2
HOMO level (spin up / spin down): -14.284 / -14.283 eV
Charge: +1
Frontier orbital gap (spin up / spin down): 10.90 / 5.84 eV
Energy relative to the best compared isomer or geometry (same formula, charge and spin): 1.8 kcal per mole



A 2-piece molecular cluster, C5H14S2 overall. Source: the Open Molecules 2025 dataset; level of theory: the ωB97M-V functional and the def2-TZVPD basis.

Last column: Mulliken charge in e.
CARTESIAN COORDINATES (ANGSTROEM)
1 C -1.4098 -1.4415 -1.0473  -0.850
2 C -2.0609 -0.2944 -1.7122  -0.398
3 S -1.9519 1.3755 -0.9050  -0.121
4 C -1.2664 2.5570 -2.1117  -0.782
5 H -1.9484 -2.0761 -0.3770  0.302
6 H -0.6171 -0.9967 -0.4663  0.130
7 H -0.9203 -2.1328 -1.7378  0.315
8 H -1.5865 -0.0306 -2.6672  0.225
9 H -3.0680 -0.5963 -2.0494  0.357
10 H -0.1814 2.6423 -1.8196  0.246
11 H -1.5488 3.5662 -1.8131  0.311
12 H -1.5559 2.4849 -3.3068  0.272
13 C 2.2518 0.8274 2.2276  -0.819
14 S 2.2236 -0.5745 3.4364  -0.090
15 C 1.8327 -1.9127 2.2887  -0.703
16 H 1.5583 1.5817 2.6514  0.260
17 H 2.0378 0.6264 1.1984  0.252
18 H 3.2473 1.1607 2.0666  0.340
19 H 2.0189 -1.6115 1.2274  0.204
20 H 0.7363 -2.2344 2.3723  0.216
21 H 2.2085 -2.9208 2.5447  0.334

Force components x, y, z for each atom (eV/Å):
1.98 -0.23 0.44
-1.04 1.19 -2.25
-0.98 -0.46 0.30
0.86 0.25 -1.69
-0.98 0.04 0.41
0.61 -0.22 0.44
-0.14 0.19 -0.27
0.26 -0.52 0.14
-0.02 0.72 0.54
-0.67 -0.58 -1.40
-0.88 -0.14 0.10
1.01 -0.24 3.26
-0.62 0.08 1.15
0.19 0.13 -1.10
-2.24 -1.46 -0.48
0.71 -0.19 -0.60
-1.17 -0.83 -0.39
1.04 0.76 0.81
0.09 -0.51 1.05
0.97 1.17 -0.33
1.01 0.84 -0.13

Values from the calculation:
Multiplicity: 1
HOMO level: -8.385 eV
Charge: 0
SMILES: CCSC.CSC
Frontier orbital gap: 9.23 eV
Energy relative to the best compared isomer or geometry (same formula, charge and spin): 49.5 kcal per mole



A 2-piece molecular cluster, C5H14Si overall. Source: the Open Molecules 2025 dataset; level of theory: the ωB97M-V functional and the def2-TZVPD basis.

Last column: Mulliken charge in e.
CARTESIAN COORDINATES (ANGSTROEM)
1 C -1.4693 -0.5257 1.1934  -1.299
2 C -0.4886 1.2267 -0.2722  -1.786
3 C -1.2358 -0.8100 -1.4399  -1.455
4 C 2.6318 0.3036 -0.2522  -1.071
5 C -0.6156 -0.3570 -0.1021  1.318
6 Si 1.1858 -0.8641 0.1578  -0.032
7 H -2.6274 -0.4502 1.0951  0.277
8 H -1.1546 -1.5549 1.5912  0.313
9 H -1.3032 0.1436 2.0165  0.291
10 H -1.5283 1.7919 -0.2827  0.295
11 H -0.1426 1.5409 -1.1847  0.516
12 H 0.0439 1.6125 0.4658  0.484
13 H -2.3329 -0.4432 -1.3286  0.352
14 H -0.6309 -0.4190 -2.1915  0.456
15 H -1.0763 -1.9420 -1.4707  0.331
16 H 3.5856 -0.1322 0.0071  0.345
17 H 2.5395 0.6291 -1.2027  0.383
18 H 2.7639 1.0638 0.5258  0.327
19 H 0.1308 1.4783 2.6924  0.037
20 H 1.7241 -2.2921 -0.0177  -0.082

Force components x, y, z for each atom (eV/Å):
-1.02 -2.86 -0.25
-5.15 -1.69 -1.15
-1.62 -2.30 3.29
-0.25 -1.03 4.01
-0.29 3.40 -0.15
1.35 -0.74 1.13
1.88 -0.46 -0.52
-1.13 1.18 -0.19
0.82 0.60 0.01
1.54 -1.48 0.46
1.47 0.40 -2.35
2.41 1.96 3.31
1.74 -0.92 -1.12
0.39 0.93 -1.64
-1.07 1.29 -0.31
0.28 -1.13 -0.85
0.27 1.51 -3.03
-1.01 0.74 -0.53
0.17 -0.04 0.06
-0.80 0.65 -0.17

Values from the calculation:
Multiplicity: 1
HOMO level (spin up / spin down): -6.635 / -10.357 eV
Charge: 0
Frontier orbital gap (spin up / spin down): 5.81 / 10.31 eV
Energy relative to the best compared isomer or geometry (same formula, charge and spin): 136.4 kcal per mole



Q: Among the records above, which one has the lowest energy relative to the best compared isomer or geometry (same formula, charge and spin)?
A: number 2